(1)
Below is a molecular structure, C31H48Br2ClGeN4O2SSi3V, with properties calculated with the ωB97M-V functional and the def2-TZVPD basis.

Its expectation value of S² is 3.76. Its energy above the lowest of the compared OMol25 structures with the same formula, charge and spin is 0.0 kJ/mol. The HOMO energy (alpha / beta) is -4.296 / -4.282 eV. The value obtained for the HOMO-LUMO gap (alpha / beta) is 6.347 / 6.320 eV.

ORCA input file:
```
! RIJCOSX wB97M-V def2-TZVPD def2/J DEFGRID3
* xyz -1 4
V 1.48 -0.17 -0.08
C -0.67 2.92 -2.35
C 0.80 3.16 -2.37
C 1.32 4.43 -2.64
C 2.65 4.63 -2.80
C 3.55 3.56 -2.54
C 4.95 3.68 -2.64
Br 5.75 5.27 -3.31
C 5.77 2.65 -2.27
C 5.22 1.51 -1.69
Br 6.37 0.16 -1.02
C 3.84 1.34 -1.44
O 3.43 0.42 -0.66
C 3.00 2.34 -2.09
N 1.63 2.13 -2.20
H -1.19 3.88 -2.37
H -0.95 2.41 -1.42
H -1.01 2.32 -3.20
H 0.62 5.25 -2.78
H 3.05 5.59 -3.09
H 6.84 2.74 -2.37
C -3.13 4.69 0.78
C -1.96 4.27 1.62
C -1.88 4.62 2.96
C -0.74 4.20 3.63
N 0.24 3.54 3.04
C 0.11 3.26 1.73
S 1.42 2.44 0.93
N -0.99 3.59 1.01
H -3.78 5.39 1.31
H -3.71 3.81 0.50
H -2.78 5.16 -0.14
H -2.66 5.18 3.46
H -0.60 4.43 4.68
Cl 5.33 -4.17 -1.65
C 3.76 -3.50 -1.91
C 2.99 -3.90 -2.99
C 1.74 -3.33 -3.16
C 1.30 -2.39 -2.26
N 2.05 -2.00 -1.21
C 3.26 -2.55 -1.04
H 3.38 -4.64 -3.68
H 1.11 -3.62 -3.99
H 0.34 -1.91 -2.34
H 3.85 -2.18 -0.21
C -1.74 0.75 3.37
Si -1.85 -1.02 2.78
C -3.66 -1.51 3.04
C -0.81 -2.01 4.01
Ge -0.99 -1.31 0.58
Si -2.89 -0.83 -0.76
C -4.38 -1.97 -0.57
C -3.48 0.93 -0.41
C -2.49 -0.90 -2.61
Si -1.04 -3.72 0.56
C -1.21 -4.48 -1.17
C 0.54 -4.46 1.29
C -2.45 -4.55 1.51
H -2.17 0.85 4.38
H -2.28 1.43 2.71
H -0.70 1.07 3.42
H -3.94 -1.37 4.09
H -3.86 -2.55 2.76
H -4.31 -0.87 2.43
H -1.14 -1.83 5.03
H 0.24 -1.69 3.93
H -0.84 -3.09 3.82
H -4.73 -2.00 0.46
H -4.13 -2.99 -0.86
H -5.22 -1.64 -1.20
H -4.19 0.93 0.42
H -3.98 1.37 -1.28
H -2.64 1.56 -0.14
H -2.21 -1.92 -2.91
H -1.68 -0.23 -2.87
H -3.37 -0.62 -3.21
H -0.24 -4.54 -1.67
H -1.89 -3.92 -1.81
H -1.59 -5.50 -1.09
H 1.42 -3.96 0.87
H 0.62 -5.53 1.07
H 0.58 -4.33 2.37
H -3.43 -4.25 1.12
H -2.43 -4.32 2.58
H -2.37 -5.64 1.41
C 1.12 0.78 -2.10
H 1.72 0.19 -2.80
H 0.10 0.79 -2.47
C 3.46 -0.48 2.42
O 2.09 -0.23 2.08
H 3.59 -1.57 2.44
H 3.68 -0.09 3.41
H 4.14 -0.04 1.69
H 1.92 0.74 2.14
*
```

Here are the Löwdin charges for atoms 1 to 5, given in e: atom 1 (V): 0.433, atom 2 (C): -0.025, atom 3 (C): -0.249, atom 4 (C): -0.002, atom 5 (C): -0.029

=====

(2)
Below is 5 unconnected molecules or ions with the total composition C30H24N2O21P2 at a distorted geometry, with properties calculated with the ωB97M-V functional and the def2-TZVPD basis.

Its SMILES is O=C(O)N(PP(=O)(O)O)c1ccccn1.O=C1C=C(O)C(=O)C=C1O.O=C1C=C(O)C(=O)C=C1O.O=C1C=C(O)C(=O)C=C1O.O=C1C=C(O)C(=O)C=C1O. Its energy above the lowest of the compared OMol25 structures with the same formula, charge and spin is 0.0 kJ/mol. The HOMO energy is -9.222 eV. The value obtained for the HOMO-LUMO gap is 7.358 eV.

ORCA input file:
```
! RIJCOSX wB97M-V def2-TZVPD def2/J DEFGRID3
* xyz 0 1
O 2.13 -2.49 0.11
C 1.42 -2.58 -0.82
O 1.92 -2.49 -2.08
N 0.02 -2.85 -0.69
P -0.39 -4.43 -1.27
P -2.44 -4.64 -0.55
O -2.35 -4.65 0.91
O -3.41 -3.47 -1.03
O -3.06 -5.95 -1.21
C -0.81 -1.74 -1.20
C -0.93 -1.48 -2.56
C -1.75 -0.44 -2.95
C -2.42 0.29 -1.98
C -2.21 -0.06 -0.66
N -1.42 -1.05 -0.25
H 1.56 -1.72 -2.54
H -0.51 -4.35 -2.69
H -3.34 -3.29 -1.97
H -2.40 -6.65 -1.16
H -0.43 -2.08 -3.30
H -1.88 -0.20 -3.99
H -3.07 1.11 -2.23
H -2.71 0.51 0.11
O 0.25 -0.59 6.12
C -0.52 -0.23 5.25
C -0.54 1.12 4.69
C -1.43 1.42 3.74
O -1.53 2.62 3.17
C -2.43 0.42 3.23
O -3.21 0.79 2.37
C -2.40 -0.93 3.77
C -1.50 -1.24 4.71
O -1.41 -2.44 5.26
H 0.18 1.83 5.07
H -2.26 2.55 2.53
H -3.10 -1.65 3.37
H -0.68 -2.39 5.91
O 2.62 -5.20 -0.90
C 3.39 -5.85 -1.58
C 3.03 -7.08 -2.27
C 3.96 -7.72 -2.98
O 3.73 -8.85 -3.64
C 5.38 -7.21 -3.10
O 6.16 -7.87 -3.76
C 5.72 -5.97 -2.43
C 4.79 -5.32 -1.71
O 5.02 -4.19 -1.08
H 2.02 -7.44 -2.18
H 4.57 -9.09 -4.07
H 6.73 -5.61 -2.53
H 4.19 -3.92 -0.65
O -3.76 3.13 -2.25
C -3.84 4.32 -2.52
C -2.79 5.28 -2.25
C -2.97 6.57 -2.57
O -2.06 7.50 -2.36
C -4.25 7.06 -3.19
O -4.34 8.25 -3.42
C -5.30 6.09 -3.47
C -5.11 4.80 -3.16
O -6.02 3.86 -3.39
H -1.87 4.92 -1.80
H -2.46 8.34 -2.67
H -6.21 6.45 -3.93
H -5.63 3.03 -3.06
O 5.25 5.74 2.22
C 4.26 5.28 2.75
C 2.99 5.98 2.84
C 1.96 5.39 3.47
O 0.77 5.95 3.58
C 2.08 4.03 4.09
O 1.10 3.59 4.65
C 3.34 3.32 3.98
C 4.37 3.91 3.35
O 5.56 3.33 3.21
H 2.92 6.96 2.39
H 0.21 5.31 4.07
H 3.41 2.34 4.42
H 6.11 3.97 2.72
*
```

Here are the Löwdin charges for atoms 1 to 5, given in e: atom 1 (O): 0.180, atom 2 (C): -0.638, atom 3 (O): 0.076, atom 4 (N): -0.210, atom 5 (P): 0.897

=====

(3)
Below is a molecular structure, C27H31ClCoN3OSSeSi2, with properties calculated with the ωB97M-V functional and the def2-TZVPD basis.

Its expectation value of S² is 3.76. Its energy above the lowest of the compared OMol25 structures with the same formula, charge and spin is 0.0 kJ/mol. The HOMO energy (alpha / beta) is -4.022 / -3.996 eV. The value obtained for the HOMO-LUMO gap (alpha / beta) is 5.830 / 5.784 eV.

ORCA input file:
```
! RIJCOSX wB97M-V def2-TZVPD def2/J DEFGRID3
* xyz -1 4
Co -0.40 -0.78 0.23
Cl -0.63 3.13 6.41
C -0.83 2.38 4.83
C -1.46 3.10 3.80
C -1.62 2.55 2.57
C -1.15 1.22 2.26
O -1.31 0.77 1.09
C -0.53 0.51 3.34
C 0.00 -0.81 3.21
N -0.01 -1.54 2.14
C 0.59 -2.82 2.14
C 0.89 -3.58 3.23
C 1.52 -4.84 3.09
C 1.83 -5.33 1.86
C 1.51 -4.58 0.70
C 1.80 -5.02 -0.61
C 1.46 -4.24 -1.67
C 0.82 -3.00 -1.43
N 0.54 -2.57 -0.24
C 0.89 -3.33 0.84
C -0.38 1.12 4.60
H -1.81 4.11 4.00
H -2.11 3.09 1.77
H 0.49 -1.20 4.11
H 0.63 -3.23 4.22
H 1.74 -5.42 3.98
H 2.31 -6.30 1.76
H 2.28 -5.98 -0.76
H 1.67 -4.54 -2.69
H 0.53 -2.35 -2.25
H 0.11 0.57 5.40
C 0.06 3.77 -2.87
Si 1.24 4.06 -1.46
C 0.45 5.30 -0.30
C 2.79 4.85 -2.16
C 1.78 2.60 -0.41
C 2.61 2.91 0.65
C 2.99 1.96 1.59
C 2.47 0.70 1.44
N 1.68 0.34 0.43
C 1.35 1.25 -0.52
S 0.33 0.62 -1.78
H -0.21 4.74 -3.29
H -0.84 3.26 -2.53
H 0.51 3.15 -3.64
H 0.45 6.30 -0.75
H 0.98 5.36 0.66
H -0.58 5.03 -0.08
H 2.54 5.76 -2.71
H 3.30 4.17 -2.84
H 3.50 5.12 -1.37
H 2.96 3.93 0.77
H 3.64 2.21 2.43
H 2.68 -0.08 2.17
C -4.26 -0.58 -3.30
Si -3.15 -1.98 -2.70
C -4.06 -3.58 -3.08
C -1.64 -1.95 -3.83
Se -2.75 -1.80 -0.53
H -4.61 -0.77 -4.32
H -3.70 0.36 -3.30
H -5.12 -0.47 -2.64
H -4.18 -3.74 -4.15
H -5.04 -3.57 -2.61
H -3.50 -4.42 -2.66
H -1.96 -1.78 -4.87
H -1.11 -2.90 -3.81
H -0.95 -1.15 -3.55
*
```

Here are the Löwdin charges for atoms 1 to 5, given in e: atom 1 (Co): 0.329, atom 2 (Cl): 0.595, atom 3 (C): -0.681, atom 4 (C): -0.110, atom 5 (C): 0.002

=====

(4)
Below is a molecular structure, C48H64CaF12N4O35S4 at a distorted geometry, with properties calculated with the ωB97M-V functional and the def2-TZVPD basis.

The HOMO energy is -8.487 eV. The value obtained for the HOMO-LUMO gap is 3.134 eV.

ORCA input file:
```
! RIJCOSX wB97M-V def2-TZVPD def2/J DEFGRID3
* xyz 0 1
Ca 0.19 3.10 -2.94
C 4.74 6.42 -5.56
F 4.65 6.81 -4.30
F 4.86 7.53 -6.34
F 5.81 5.66 -5.68
S 3.08 5.49 -6.16
O 2.88 5.71 -7.57
O 3.23 4.11 -5.74
N 1.76 6.07 -5.13
S 1.21 7.35 -5.82
O 2.15 8.09 -6.65
O -0.06 7.08 -6.50
C 0.71 8.53 -4.28
F -0.45 8.06 -3.75
F 1.69 8.42 -3.37
F 0.52 9.82 -4.60
C 1.10 -1.80 0.51
F 2.02 -0.88 0.75
F 1.49 -3.07 0.40
F 0.15 -1.64 1.47
S 0.24 -1.40 -1.18
O 1.36 -0.84 -1.93
O -0.33 -2.60 -1.84
N -0.87 -0.09 -0.86
S -2.17 -0.86 -0.38
O -3.21 -0.51 -1.34
O -2.11 -2.23 0.12
C -2.68 0.13 1.19
F -1.58 0.37 1.94
F -3.10 1.27 0.84
F -3.57 -0.52 1.97
C 1.74 -5.56 7.47
C 1.08 -6.83 6.98
C -0.03 -6.69 5.97
O 0.33 -7.52 4.93
C 1.58 -8.00 5.08
O 2.19 -8.63 4.21
O 2.08 -7.58 6.26
H 1.16 -5.27 8.35
H 1.79 -4.70 6.80
H 2.65 -5.79 8.02
H 0.59 -7.47 7.71
H -0.09 -5.68 5.57
H -1.02 -6.86 6.40
C -5.08 1.98 7.93
C -5.89 2.51 9.16
C -6.93 1.65 9.70
O -6.67 1.66 11.05
C -5.48 2.18 11.31
O -4.81 2.22 12.36
O -5.00 2.62 10.19
H -4.21 2.61 7.79
H -5.66 2.03 7.01
H -4.78 0.94 8.10
H -6.21 3.53 8.97
H -6.94 0.65 9.27
H -7.80 2.23 9.42
C 8.78 5.26 0.55
C 7.68 4.41 1.24
C 6.74 5.13 2.22
O 5.49 4.69 1.81
C 5.54 4.09 0.56
O 4.62 3.65 -0.12
O 6.82 4.02 0.19
H 9.33 4.60 -0.11
H 9.38 5.79 1.29
H 8.41 6.08 -0.06
H 8.03 3.46 1.64
H 6.82 6.22 2.13
H 7.01 4.79 3.22
C -5.94 -5.97 3.11
C -6.56 -6.16 1.69
C -7.74 -7.13 1.75
O -8.84 -6.44 1.08
C -8.53 -5.16 0.97
O -9.27 -4.30 0.53
O -7.26 -4.93 1.35
H -5.21 -5.17 3.27
H -5.19 -6.75 3.23
H -6.71 -5.92 3.88
H -5.84 -6.43 0.92
H -8.06 -7.32 2.78
H -7.64 -8.16 1.41
C -8.77 6.26 2.88
C -7.34 6.71 2.98
C -7.03 8.18 2.78
O -6.58 8.63 3.99
C -6.43 7.69 4.89
O -5.97 7.78 6.06
O -6.92 6.59 4.39
H -9.25 6.57 1.95
H -9.32 6.88 3.59
H -9.00 5.24 3.16
H -6.82 6.11 2.23
H -8.01 8.63 2.70
H -6.38 8.28 1.91
C 3.34 -4.35 -7.08
C 4.41 -5.28 -6.45
C 4.54 -6.69 -7.12
O 5.81 -6.58 -7.82
C 6.43 -5.42 -7.56
O 7.58 -5.10 -7.93
O 5.61 -4.64 -6.78
H 3.16 -3.34 -6.72
H 2.36 -4.85 -7.05
H 3.66 -4.14 -8.10
H 4.14 -5.42 -5.40
H 3.77 -6.99 -7.83
H 4.61 -7.42 -6.31
C -10.23 -0.72 -5.70
C -10.55 -0.54 -4.25
C -9.48 0.13 -3.47
O -10.19 0.94 -2.59
C -11.52 1.09 -3.00
O -12.24 1.98 -2.55
O -11.61 0.42 -4.19
H -9.41 -1.41 -5.87
H -9.97 0.22 -6.19
H -11.03 -1.21 -6.26
H -10.98 -1.47 -3.88
H -8.77 0.63 -4.13
H -8.93 -0.67 -2.96
C 8.21 -0.64 -3.33
C 9.49 -0.90 -2.60
C 10.38 -1.97 -3.26
O 11.64 -1.33 -3.47
C 11.57 -0.05 -3.16
O 12.56 0.69 -2.98
O 10.32 0.23 -2.89
H 7.66 -1.58 -3.25
H 8.45 -0.27 -4.33
H 7.57 0.10 -2.85
H 9.43 -1.05 -1.52
H 9.85 -2.35 -4.13
H 10.45 -2.82 -2.58
C -2.92 -1.34 -10.91
C -1.98 -0.31 -10.42
C -2.35 1.11 -10.58
O -1.94 1.64 -9.37
C -1.78 0.63 -8.46
O -1.45 0.76 -7.28
O -1.95 -0.50 -9.07
H -2.54 -2.34 -10.69
H -3.10 -1.19 -11.97
H -3.95 -1.27 -10.56
H -0.97 -0.45 -10.80
H -3.44 1.22 -10.60
H -1.85 1.66 -11.37
N 4.17 0.74 8.07
C 3.71 0.93 6.79
C 2.35 1.01 6.89
C 1.95 1.16 8.21
C 3.11 0.96 8.94
H 5.09 0.36 8.26
H 4.36 0.85 5.94
H 1.67 1.02 6.06
H 0.93 1.26 8.57
H 3.30 0.83 10.00
N 6.98 -3.59 3.43
C 7.77 -4.61 3.98
C 9.07 -4.11 3.88
C 9.05 -2.92 3.22
C 7.77 -2.54 3.02
H 5.99 -3.70 3.26
H 7.28 -5.53 4.24
H 9.98 -4.64 4.10
H 9.92 -2.33 2.95
H 7.31 -1.73 2.48
*
```

Here are the Löwdin charges for atoms 1 to 5, given in e: atom 1 (Ca): 1.839, atom 2 (C): -0.609, atom 3 (F): 0.136, atom 4 (F): 0.115, atom 5 (F): 0.159

=====

Q: What is the formula in the third record?
A: C27H31ClCoN3OSSeSi2